Entry 1:
ORCA calculation (wB97M-V/def2-TZVPD) on C16H8BeI2N2O5 as an isolated structure.

Structure (XYZ):
```
34
C16H8BeI2N2O5 wB97M-V/def2-TZVPD
Be -0.340 0.909 1.497
O 0.218 -1.736 4.867
C 0.186 -0.818 3.916
O -0.609 0.087 3.866
C 1.235 -0.956 2.863
C 2.351 -1.776 2.824
C 3.216 -1.643 1.740
C 2.924 -0.759 0.712
C 1.757 -0.012 0.816
N 0.987 -0.111 1.876
C 1.085 0.944 -0.163
O 1.929 1.301 -1.258
O 0.433 1.870 0.497
H -0.501 -1.602 5.510
H 2.542 -2.487 3.610
H 4.121 -2.231 1.697
H 3.576 -0.628 -0.138
I -4.564 0.816 1.196
C -3.321 0.633 -0.480
C -3.810 0.752 -1.766
C -2.914 0.702 -2.814
I -3.707 0.815 -4.768
C -1.541 0.564 -2.608
C -0.550 0.796 -3.642
C 0.758 0.757 -3.398
C 1.270 0.315 -2.071
N 0.257 0.057 -1.053
C -1.085 0.351 -1.293
C -1.980 0.398 -0.210
O -1.578 0.249 1.052
H -4.862 0.904 -1.945
H -0.914 1.086 -4.617
H 1.500 1.020 -4.132
H 1.933 -0.566 -2.182
```

Results
Net charge: 0
Energy (Ha): -1710.49905
Kohn-Sham gap (eV): 6.71
2S+1: 1
E_HOMO (eV): -7.7
LUMO (eV): -1.02

Entry 2:
ORCA calculation (wB97M-V/def2-TZVPD) on C16H8BrN3O3RhS3 as an isolated structure.

Structure (XYZ):
```
35
C16H8BrN3O3RhS3 wB97M-V/def2-TZVPD
Rh 0.463 1.139 0.256
O -2.795 0.563 1.311
N -1.318 -1.503 1.240
C -2.400 -2.177 1.665
C -2.393 -3.543 1.731
C -1.223 -4.203 1.344
C -0.143 -3.500 0.894
C -0.184 -2.087 0.812
S 1.153 -1.206 0.180
H -3.243 -1.562 1.948
H -3.265 -4.067 2.090
H -1.171 -5.284 1.399
H 0.765 -3.991 0.576
S 1.339 2.011 2.233
C 0.390 1.108 3.428
C 0.895 1.019 4.733
N 1.320 0.957 5.811
C -0.878 0.509 3.108
S -1.354 0.388 1.529
C -1.735 -0.135 4.048
N -2.462 -0.708 4.735
Br 3.566 2.867 -5.712
C 2.399 2.102 -4.422
C 2.364 0.719 -4.291
C 1.511 0.161 -3.352
C 0.720 0.990 -2.568
C 0.776 2.367 -2.690
C 1.622 2.932 -3.640
C -0.071 3.259 -1.800
O -0.216 4.425 -2.120
O -0.551 2.708 -0.725
H 2.994 0.097 -4.912
H 1.470 -0.913 -3.219
H 0.007 0.550 -1.880
H 1.647 4.009 -3.740
```

Results
Net charge: -1
Energy (Ha): -4883.64965
Kohn-Sham gap (alpha / beta) (eV): 5.95 / 6.80
2S+1: 5
E_HOMO (alpha / beta) (eV): -3.9 / -5.8
LUMO (alpha / beta) (eV): 2.09 / 0.97

Entry 3:
ORCA calculation (wB97M-V/def2-TZVPD) on C16H8F8N2O4OsS as an isolated structure.

Structure (XYZ):
```
40
C16H8F8N2O4OsS wB97M-V/def2-TZVPD
Os 7.088 9.659 7.952
N 6.314 7.758 7.404
C 7.403 6.769 7.308
C 7.260 5.419 7.131
C 8.394 4.591 7.018
C 9.641 5.131 7.174
C 9.845 6.522 7.407
C 11.118 7.080 7.658
C 11.196 8.439 7.784
C 10.026 9.190 7.819
N 8.821 8.662 7.603
C 8.695 7.324 7.430
H 5.617 7.469 8.047
H 5.823 7.862 6.528
H 6.194 5.078 7.086
H 8.284 3.542 6.786
H 10.567 4.520 7.131
H 11.983 6.476 7.642
H 12.175 8.943 7.902
H 10.116 10.269 8.019
F 7.564 14.037 6.125
C 6.673 13.086 6.214
F 5.494 13.487 5.777
F 7.122 12.085 5.453
S 6.512 12.312 7.985
O 7.861 11.560 8.058
O 6.256 13.255 9.011
O 5.540 11.153 7.757
F 6.711 11.010 15.222
C 6.829 10.619 13.987
C 7.984 10.801 13.260
F 9.031 11.417 13.802
C 8.001 10.519 11.932
F 8.995 10.864 11.140
C 6.910 9.749 11.334
O 6.978 9.361 10.158
C 5.728 9.588 12.139
F 4.697 8.978 11.629
C 5.719 9.985 13.447
F 4.716 9.755 14.204
```

Results
Net charge: +2
Energy (Ha): -2312.07523
Kohn-Sham gap (alpha / beta) (eV): 8.20 / 6.41
2S+1: 5
E_HOMO (alpha / beta) (eV): -15.5 / -15.9
LUMO (alpha / beta) (eV): -7.26 / -9.51

Entry 4:
ORCA calculation (wB97M-V/def2-TZVPD) on C16H9Cl5F5NRuS as an isolated structure.

Structure (XYZ):
```
38
C16H9Cl5F5NRuS wB97M-V/def2-TZVPD
Ru -0.035 -0.497 0.751
Cl 1.661 -0.801 2.599
C 2.156 -1.972 1.367
C 1.278 -1.960 0.304
C 1.584 -2.825 -0.740
Cl 0.557 -2.882 -2.123
C 2.721 -3.637 -0.686
Cl 3.081 -4.699 -1.987
C 3.574 -3.600 0.422
Cl 4.962 -4.608 0.492
C 3.293 -2.741 1.484
Cl 4.295 -2.636 2.870
F -5.856 2.162 2.026
C -4.932 1.382 1.474
C -4.435 0.296 2.171
F -4.883 0.037 3.399
C -3.475 -0.510 1.586
F -3.007 -1.538 2.298
C -2.988 -0.263 0.307
S -1.746 -1.283 -0.443
C -3.507 0.837 -0.367
F -3.071 1.141 -1.590
C -4.466 1.656 0.199
F -4.942 2.706 -0.469
C 1.743 2.858 -0.119
C 1.095 1.676 -0.847
C 0.167 2.159 -1.966
C 2.155 0.725 -1.392
N 0.219 1.056 0.133
H 2.378 3.416 -0.808
H 2.357 2.501 0.710
H 0.979 3.528 0.277
H 0.748 2.687 -2.723
H -0.593 2.832 -1.569
H -0.333 1.310 -2.434
H 2.762 1.250 -2.132
H 1.689 -0.135 -1.874
H 2.814 0.371 -0.598
```

Results
Net charge: 0
Energy (Ha): -3963.14483
ΔE to the lowest compared entry with this formula, charge and spin (kJ/mol): 0.0
Kohn-Sham gap (alpha / beta) (eV): 7.71 / 7.71
2S+1: 1
E_HOMO (alpha / beta) (eV): -8.5 / -8.5
LUMO (alpha / beta) (eV): -0.80 / -0.80

no.,maximum force (eV/Å)
1,0.9
2,1.2
3,2.5
4,0.4